[1]
Below is an isolated molecule of C3H6ClNO, with properties calculated with wB97M-V/def2-TZVPD.

The geometry in ORCA input format:
```
! RIJCOSX wB97M-V def2-TZVPD def2/J DEFGRID3
* xyz 0 1
C -2.6884 -0.1174 -0.0892
N -1.5410 -0.6522 -0.0467
O -0.5557 0.3477 0.1016
C 0.6942 -0.3500 0.1403
C 1.8551 0.6236 -0.0603
Cl 3.3310 -0.3645 -0.0545
H -3.4682 -0.8730 -0.2238
H -2.9119 0.9594 -0.1063
H 0.7765 -1.1502 -0.5942
H 0.7983 -0.8517 1.1226
H 1.7624 1.1650 -1.0116
H 1.9477 1.2631 0.8221
*
```

The orbital gap is 11.1 eV. Its LUMO energy is 1.06 eV. Its SMILES is C=NOCCCl. As for the HOMO energy: -10.017 eV. The value obtained for the relative energy (zero: lowest compared OMol25 entry of this formula, charge and spin) is 61.0 kcal/mol.

Löwdin population analysis, charges in e, atoms 1 to 4:
1. C -0.02
2. N -0.02
3. O -0.17
4. C -0.32

***

[2]
Below is an isolated molecule of C3H6ClNO, with properties calculated with wB97M-V/def2-TZVPD.

The geometry in ORCA input format:
```
! RIJCOSX wB97M-V def2-TZVPD def2/J DEFGRID3
* xyz 0 1
C -0.1170 -0.1005 1.3910
C -0.9721 0.3313 0.0019
C -0.1512 0.7540 -1.2032
Cl -1.9682 -1.0990 -0.4000
N -1.9724 1.2855 0.5775
O -1.7430 2.4821 0.4306
H 0.9635 -0.1352 1.1316
H -0.6324 -1.0859 1.6574
H -0.3361 0.6237 2.2540
H -0.8861 1.2002 -1.8977
H 0.6691 1.5388 -1.0905
H 0.2762 -0.0696 -1.4925
*
```

The orbital gap is 9.2 eV. Its LUMO energy is -0.32 eV. Its SMILES is CC(C)(Cl)N=O. As for the HOMO energy: -9.502 eV. The value obtained for the relative energy (zero: lowest compared OMol25 entry of this formula, charge and spin) is 85.0 kcal/mol.

Löwdin population analysis, charges in e, atoms 1 to 4:
1. C -0.05
2. C -0.86
3. C -0.10
4. Cl 0.65

***

[3]
Below is a cluster of 2 separate species, C3H6ClNO in total, with properties calculated with wB97M-V/def2-TZVPD.

The geometry in ORCA input format:
```
! RIJCOSX wB97M-V def2-TZVPD def2/J DEFGRID3
* xyz 0 1
C 0.1600 -0.4065 0.1275
C 2.0924 0.1703 -0.9798
C -2.7364 0.9590 0.7292
N 0.2083 -1.2836 0.9556
O 0.6516 0.3471 -0.7234
Cl -3.4553 0.0952 -0.5777
H 2.4273 -0.6729 -0.2733
H 2.5784 1.1226 -0.6768
H 2.0829 -0.2624 -2.0576
H -1.8415 1.5528 0.6185
H -2.9316 0.5294 1.6149
H 0.7639 -2.1508 1.2429
*
```

The orbital gap (spin up / spin down) is 8.7 / 7.0 eV. Its LUMO energy (spin up / spin down) is 0.62 / 0.41 eV. As for the HOMO energy (spin up / spin down): -8.104 / -6.586 eV. The value obtained for the relative energy (zero: lowest compared OMol25 entry of this formula, charge and spin) is 146.6 kcal/mol.

Löwdin population analysis, charges in e, atoms 1 to 4:
1. C -0.42
2. C -0.02
3. C -0.47
4. N 0.12

***

[4]
Below is a structure of composition C3H6ClNO, with properties calculated with wB97M-V/def2-TZVPD.

The geometry in ORCA input format:
```
! RIJCOSX wB97M-V def2-TZVPD def2/J DEFGRID3
* xyz 0 1
C 1.2258 0.0738 -2.0775
C 1.1574 -0.5235 -0.8294
C 0.0130 -0.1868 -0.0653
N -1.3995 -0.4858 1.7418
O -0.1965 -0.7030 1.1469
Cl -1.5791 2.2163 1.5015
H 2.0704 -0.2432 -2.6237
H 0.4853 0.7865 -2.4299
H 1.8608 -1.1927 -0.5662
H -0.7871 0.5682 -0.2545
H -1.1602 -0.9490 2.7330
H -1.6902 0.6393 1.7234
*
```

The orbital gap (spin up / spin down) is 6.8 / 6.8 eV. Its LUMO energy (spin up / spin down) is -1.83 / -1.84 eV. As for the HOMO energy (spin up / spin down): -8.645 / -8.640 eV. The value obtained for the relative energy (zero: lowest compared OMol25 entry of this formula, charge and spin) is 116.5 kcal/mol.

Löwdin population analysis, charges in e, atoms 1 to 4:
1. C 0.12
2. C -0.07
3. C -0.06
4. N -0.05

***

[5]
Below is a cluster of 2 separate species, C3H6ClNO2 in total, with properties calculated with wB97M-V/def2-TZVPD.

The geometry in ORCA input format:
```
! RIJCOSX wB97M-V def2-TZVPD def2/J DEFGRID3
* xyz 0 1
C 0.0295 -1.9118 0.1692
C 0.8129 1.1489 0.7518
C 0.1330 0.7089 -0.5218
N -1.2981 0.5570 -0.5492
O -1.7569 0.0273 -1.5462
O -1.8464 0.8275 0.5376
Cl 0.8799 0.9803 -2.0156
H -0.9640 -1.9466 0.4753
H 0.9681 -1.9932 0.8042
H 0.3345 -2.0947 -0.8276
H 0.3124 0.5307 1.4135
H 0.5067 2.2419 0.7714
H 1.8887 0.9239 0.5374
*
```

The orbital gap (spin up / spin down) is 7.8 / 8.7 eV. Its LUMO energy (spin up / spin down) is -1.50 / -0.41 eV. As for the HOMO energy (spin up / spin down): -9.334 / -9.066 eV. The value obtained for the relative energy (zero: lowest compared OMol25 entry of this formula, charge and spin) is 163.3 kcal/mol.

Löwdin population analysis, charges in e, atoms 1 to 4:
1. C 0.12
2. C -0.09
3. C -0.70
4. N -0.45

***

[6]
Below is a structure of composition C3H6ClNaO7, with properties calculated with wB97M-V/def2-TZVPD.

The geometry in ORCA input format:
```
! RIJCOSX wB97M-V def2-TZVPD def2/J DEFGRID3
* xyz 0 1
Na -12.9946 -7.2590 -14.4871
Cl -12.8393 -4.7287 -10.4690
O -13.5069 -4.2437 -11.5839
O -12.4697 -6.1054 -10.7039
O -11.6383 -3.9377 -10.5190
O -13.5707 -4.4817 -9.2356
C -7.2780 -11.0208 -17.5779
O -8.3249 -10.6101 -16.7088
C -9.6079 -10.4159 -17.0024
O -10.4284 -9.8310 -16.2416
O -10.0096 -10.9296 -18.2089
C -11.3729 -11.1076 -18.5604
H -7.5376 -11.6991 -18.3906
H -6.5526 -11.3423 -16.8306
H -6.8980 -10.0983 -18.0169
H -11.7993 -11.7288 -17.7727
H -11.4033 -11.6267 -19.5183
H -11.8867 -10.1463 -18.5492
*
```

The orbital gap is 5.5 eV. Its LUMO energy is -2.42 eV. As for the HOMO energy: -7.881 eV.

Löwdin population analysis, charges in e, atoms 1 to 4:
1. Na 0.95
2. Cl 0.58
3. O -0.39
4. O -0.41

***

[7]
Below is an isolated molecule of C3H6ClOP, with properties calculated with wB97M-V/def2-TZVPD.

The geometry in ORCA input format:
```
! RIJCOSX wB97M-V def2-TZVPD def2/J DEFGRID3
* xyz 0 1
C -0.8908 2.0197 -0.3195
C -0.1318 1.0566 -0.7444
P 0.6478 -0.0894 0.3906
C -0.2130 -2.0921 0.3337
O 0.7865 0.4532 1.7717
Cl 2.5097 -0.4976 -0.5661
H -1.3457 2.8367 -0.8928
H -0.9403 2.1159 0.8299
H 0.3544 1.0119 -1.7039
H -1.0909 -1.8369 -0.2135
H 0.6386 -2.6448 -0.2385
H -0.3246 -2.3332 1.3528
*
```

The orbital gap is 10.4 eV. Its LUMO energy is 0.39 eV. Its SMILES is C=C[P@](C)(=O)Cl. As for the HOMO energy: -10.004 eV. The value obtained for the relative energy (zero: lowest compared OMol25 entry of this formula, charge and spin) is 15.6 kcal/mol.

Löwdin population analysis, charges in e, atoms 1 to 4:
1. C -0.03
2. C -0.34
3. P 0.41
4. C -0.09

***

[8]
Below is an isolated molecule of C3H6ClP, with properties calculated with wB97M-V/def2-TZVPD.

The geometry in ORCA input format:
```
! RIJCOSX wB97M-V def2-TZVPD def2/J DEFGRID3
* xyz 0 1
H -2.4724 1.7143 0.4303
P -1.1908 1.7918 0.0652
C -1.0461 0.1579 -0.0718
Cl -2.4937 -0.8483 -0.0664
C 0.1650 -0.6736 -0.1302
C 1.4914 0.0966 -0.0318
H 0.1221 -1.4258 -1.0387
H 0.1769 -1.3087 1.0344
H 1.7760 0.3947 -1.1074
H 2.1542 -0.7561 0.3049
H 1.3175 0.8571 0.6114
*
```

The orbital gap is 9.1 eV. Its LUMO energy is -0.05 eV. Its SMILES is [H]/P=C(\Cl)CC. As for the HOMO energy: -9.195 eV. The value obtained for the relative energy (zero: lowest compared OMol25 entry of this formula, charge and spin) is 38.9 kcal/mol.

Löwdin population analysis, charges in e, atoms 1 to 4:
1. H -0.18
2. P 0.85
3. C -1.14
4. Cl 0.54